Molecular formula: C32H31I2InN4O6S3Te
Method: DFT, the ωB97M-V functional and the def2-TZVPD basis

Last column: natural (NBO) charge in e.
Geometry (Å):
1 In 0.50666 -0.61167 -0.11572  1.419
2 I -6.14185 1.95992 4.43687  0.037
3 C -4.30035 1.65828 3.48562  -0.220
4 C -3.53207 2.74749 3.10807  -0.277
5 C -2.31310 2.53300 2.49130  -0.238
6 I -1.18018 4.19136 1.93466  0.099
7 C -1.77276 1.23730 2.22589  0.355
8 O -0.65447 1.01614 1.69011  -0.760
9 C -2.63462 0.15068 2.61563  -0.049
10 C -2.16661 -1.25362 2.34589  -0.239
11 N -1.89267 -1.49967 0.93644  -0.639
12 C -3.01474 -1.38048 0.04148  -0.266
13 C -3.01158 -0.02917 -0.65504  0.222
14 C -4.18829 0.54504 -1.12515  -0.229
15 C -4.12449 1.76990 -1.76366  -0.187
16 C -2.89272 2.38988 -1.90597  -0.273
17 C -1.76954 1.74691 -1.41175  0.091
18 N -1.83110 0.55887 -0.81311  -0.443
19 C -3.85078 0.36669 3.22830  -0.272
20 H -3.87479 3.75697 3.28964  0.219
21 H -1.22407 -1.43966 2.86058  0.240
22 H -2.93319 -1.94767 2.73162  0.149
23 H -1.39313 -2.37332 0.82611  0.417
24 H -2.93976 -2.14906 -0.73329  0.229
25 H -3.97424 -1.50888 0.56192  0.181
26 H -5.13344 0.03537 -0.98199  0.198
27 H -5.02736 2.24373 -2.13162  0.199
28 H -2.79991 3.35643 -2.38260  0.210
29 H -0.78175 2.18399 -1.48194  0.244
30 H -4.45691 -0.48740 3.51224  0.203
31 O 0.74588 -1.83718 1.60597  -0.901
32 C 1.50825 -2.43573 2.48191  0.475
33 C 2.14443 -3.66106 2.18827  -0.305
34 C 2.76003 -4.40336 3.17565  -0.204
35 C 2.79050 -3.96285 4.49879  -0.310
36 C 2.22492 -2.73261 4.79201  -0.178
37 C 1.62119 -1.95233 3.80881  -0.209
38 C 1.05873 -0.63912 4.18955  0.359
39 N 1.56610 0.54255 3.94774  -0.446
40 C 0.69499 1.44948 4.50052  -0.090
41 C -0.34992 0.81102 5.09551  -0.134
42 N -0.10019 -0.52895 4.90599  -0.537
43 H 2.11124 -4.00158 1.16209  0.257
44 H 3.21895 -5.35108 2.91296  0.191
45 H 3.26139 -4.55478 5.27444  0.187
46 H 2.25849 -2.34987 5.80771  0.192
47 H 0.86663 2.51064 4.42030  0.203
48 H -1.23219 1.17064 5.59560  0.210
49 H -0.69457 -1.29605 5.16216  0.409
50 O 1.86602 -3.17461 -3.29652  -1.013
51 S 1.63674 -2.92871 -1.88309  2.282
52 O 1.99950 -4.04806 -1.04187  -0.994
53 O 2.22822 -1.62688 -1.43032  -1.055
54 S -0.39202 -2.49633 -1.59442  -0.694
55 Te 1.69625 1.74496 0.54007  0.088
56 C 3.37315 1.97426 -0.76597  -0.265
57 C 3.69582 1.13556 -1.83516  -0.242
58 C 4.73159 1.45743 -2.70169  -0.208
59 C 5.48222 2.61247 -2.51907  -0.265
60 C 5.20009 3.43124 -1.43526  -0.249
61 C 4.15799 3.11386 -0.57464  -0.198
62 H 3.14050 0.22260 -1.98825  0.248
63 H 4.95265 0.79432 -3.53126  0.196
64 H 6.27845 2.86935 -3.20882  0.188
65 H 5.79237 4.32315 -1.25882  0.188
66 H 3.94228 3.77015 0.26290  0.191
67 O 0.39926 0.86153 -2.99638  -1.004
68 S 0.62833 -0.39914 -3.78176  1.323
69 C 1.31268 0.18898 -5.38844  -0.625
70 C 0.20190 0.21352 -6.44537  -0.407
71 C -1.11298 0.28028 -5.66967  -0.417
72 C -0.96082 -0.76034 -4.57558  -0.614
73 H 2.13047 -0.48697 -5.63898  0.228
74 H 1.71466 1.17480 -5.16011  0.243
75 H 0.23173 -0.70591 -7.03592  0.193
76 H 0.31012 1.05519 -7.13322  0.202
77 H -1.98878 0.11201 -6.30063  0.199
78 H -1.21101 1.26071 -5.19605  0.219
79 H -0.86954 -1.77811 -4.96630  0.223
80 H -1.71889 -0.73641 -3.79596  0.253

Its molar mass is 1160.0 u. The net charge is -2. As for the orbital gap: 5.27 eV.


Molecular formula: C32H31IIrP
Method: DFT, the ωB97M-V functional and the def2-TZVPD basis

Last column: Mulliken charge in e.
Geometry (Å):
1 Ir -0.69319 -1.07403 0.74437  1.673
2 C -1.20756 -2.44266 2.51730  0.537
3 C -2.22438 -1.45870 2.40670  0.574
4 C -1.64283 -0.17312 2.77084  0.414
5 C -0.29390 -0.38320 3.13599  0.916
6 C 0.00206 -1.75801 2.92472  0.036
7 C 1.31426 -2.41478 3.20530  -1.492
8 C 0.66042 0.65784 3.62577  -1.351
9 C -2.37583 1.12677 2.84786  -1.596
10 C -3.68574 -1.70928 2.19459  -1.521
11 C -1.38711 -3.92778 2.45889  -1.596
12 H 1.37426 -2.69164 4.26157  0.359
13 H 2.14656 -1.74000 3.00146  0.330
14 H 1.44946 -3.32474 2.62266  0.343
15 H 0.78805 0.57866 4.70800  0.409
16 H 0.29871 1.66137 3.41008  0.401
17 H 1.64665 0.54753 3.17402  0.225
18 H -2.67760 1.32044 3.88076  0.371
19 H -3.27938 1.12360 2.24009  0.331
20 H -1.75071 1.96201 2.53145  0.296
21 H -4.17685 -1.83949 3.16243  0.376
22 H -3.86750 -2.61430 1.61644  0.377
23 H -4.17675 -0.87743 1.69119  0.335
24 H -1.62413 -4.30509 3.45683  0.346
25 H -0.48446 -4.43720 2.12519  0.399
26 H -2.20496 -4.21952 1.80143  0.349
27 I -1.63908 -2.43881 -1.56585  0.221
28 C -0.07925 -2.17731 -2.93298  0.329
29 C -0.10584 -3.25665 -3.83736  -0.758
30 C 0.78555 -3.35401 -4.87703  -0.986
31 C 1.71669 -2.33247 -5.04389  -0.586
32 C 1.75918 -1.23451 -4.17212  0.930
33 C 2.71254 -0.25103 -4.47675  -0.808
34 C 2.83483 0.88254 -3.69185  -1.482
35 C 2.02253 0.99964 -2.58696  -0.547
36 C 1.05561 0.03747 -2.21185  1.376
37 P 0.20596 0.50722 -0.61347  0.192
38 C -1.04217 1.67470 -1.22842  0.959
39 C -2.38636 1.38654 -0.99678  -0.264
40 C -3.37924 2.23527 -1.46431  -0.874
41 C -3.03260 3.37775 -2.17103  -0.615
42 C -1.69568 3.67673 -2.40260  -0.913
43 C -0.70200 2.83042 -1.93811  -0.046
44 C 1.47955 1.45295 0.25255  0.573
45 C 1.23090 2.72122 0.76723  -0.750
46 C 2.20945 3.36217 1.51816  -0.763
47 C 3.43108 2.74804 1.74554  -0.530
48 C 3.68067 1.47668 1.23634  -0.865
49 C 2.70334 0.82448 0.50261  -0.478
50 C 0.87521 -1.11133 -3.04063  -0.030
51 H -0.85154 -4.02950 -3.71326  0.430
52 H 0.74908 -4.19907 -5.55137  0.439
53 H 2.42625 -2.36919 -5.86138  0.455
54 H 3.34643 -0.39402 -5.34370  0.462
55 H 3.55795 1.65158 -3.92681  0.494
56 H 2.16682 1.86571 -1.95733  0.560
57 H -2.66065 0.49887 -0.43502  0.043
58 H -4.41960 2.00760 -1.27427  0.462
59 H -3.80321 4.04225 -2.53923  0.418
60 H -1.42576 4.57497 -2.94221  0.451
61 H 0.33184 3.09193 -2.11483  0.424
62 H 0.28140 3.20922 0.59003  0.407
63 H 2.01528 4.34834 1.91914  0.469
64 H 4.19359 3.25664 2.32104  0.436
65 H 4.63269 0.99558 1.41984  0.465
66 H 2.89098 -0.17587 0.12298  0.459

As for the spin multiplicity: 5. Its molar mass is 765.7 u. The expectation value of S² is 6.04. The net charge is +2. As for the orbital gap (alpha / beta): 4.98 / 4.18 eV.


Molecular formula: C32H31N4O7PPdS2
Method: DFT, the ωB97M-V functional and the def2-TZVPD basis

Last column: Mulliken charge in e.
Geometry (Å):
1 Pd -0.35644 -1.99335 -0.06517  -0.599
2 O -0.92948 -3.16566 -2.61400  -0.614
3 S -2.20173 -3.68125 -2.12893  1.362
4 O -2.77204 -4.72102 -2.97703  -0.818
5 O -2.23002 -4.00893 -0.70993  -0.676
6 C -3.35615 -2.28569 -2.31612  -0.372
7 C -4.49388 -2.56114 -3.07689  -0.475
8 C -5.43903 -1.58897 -3.35192  -0.562
9 C -5.24754 -0.30014 -2.87679  -0.888
10 C -4.12500 -0.02625 -2.11618  -0.076
11 C -3.16944 -0.99712 -1.79686  0.010
12 P -1.71728 -0.46096 -0.72683  2.167
13 C -1.07673 0.83903 -1.87312  0.610
14 C -0.04617 0.39953 -2.70723  -0.663
15 C 0.51511 1.25003 -3.64675  -0.392
16 C 0.07526 2.56242 -3.75030  -0.589
17 C -0.94134 3.01265 -2.92080  -0.842
18 C -1.51847 2.15403 -1.99375  0.191
19 C -2.64217 0.56547 0.49942  0.227
20 C -3.88559 0.18650 1.01236  -0.512
21 C -4.48775 0.90020 2.04158  -0.883
22 C -3.85406 2.00412 2.59842  -0.515
23 C -2.60248 2.37523 2.12007  -0.877
24 C -2.00661 1.66018 1.09244  -0.658
25 H -4.60269 -3.56624 -3.45895  0.544
26 H -6.31178 -1.83617 -3.94624  0.361
27 H -5.96012 0.48725 -3.09595  0.390
28 H -3.98476 0.98330 -1.75060  0.205
29 H 0.30635 -0.62258 -2.59736  0.242
30 H 1.32535 0.89789 -4.27116  0.386
31 H 0.54245 3.23706 -4.45750  0.354
32 H -1.28374 4.03956 -2.98778  0.372
33 H -2.30757 2.52612 -1.35036  0.299
34 H -4.39666 -0.67094 0.59097  0.444
35 H -5.45955 0.58857 2.40826  0.345
36 H -4.32423 2.56223 3.39955  0.331
37 H -2.08489 3.22582 2.54870  0.415
38 H -1.02947 1.96241 0.73080  0.681
39 N -2.19335 -0.65583 4.33173  -0.624
40 C -1.08525 -1.27473 3.74136  0.509
41 C -1.25533 -2.23390 2.73653  -0.134
42 N -0.21987 -2.79987 2.13439  -0.822
43 C 1.00375 -2.46015 2.56893  -0.077
44 C 1.14960 -1.56004 3.60474  -0.344
45 N 0.11832 -0.94125 4.18824  -0.594
46 H -2.92333 -0.46178 3.65816  0.201
47 H -1.90777 0.20449 4.77896  0.365
48 H -2.24388 -2.51522 2.38985  0.467
49 H 1.86503 -2.88519 2.06402  0.571
50 H 2.14129 -1.30271 3.95677  0.414
51 C 2.41055 1.99009 4.02784  -1.586
52 C 2.93142 1.91305 2.61613  0.566
53 C 2.07693 1.59459 1.56617  -0.200
54 C 2.54522 1.47386 0.26951  0.094
55 C 3.89266 1.68864 0.01576  -0.125
56 C 4.76536 2.01631 1.04349  -0.538
57 C 4.28008 2.12826 2.33798  -0.520
58 S 4.48637 1.52171 -1.64557  1.379
59 O 5.92122 1.66942 -1.61761  -0.774
60 O 3.69969 2.40279 -2.46109  -0.675
61 N 4.15950 -0.00468 -2.08726  -0.122
62 C 5.06770 -1.06624 -1.59835  -0.279
63 C 4.33038 -2.40153 -1.52891  -1.150
64 C 3.28580 -2.38780 -0.39618  0.648
65 O 3.51850 -3.10444 0.59102  -0.791
66 O 2.30317 -1.61292 -0.57744  -0.347
67 H 1.33632 1.80348 4.06169  0.256
68 H 2.60743 2.97003 4.46867  0.462
69 H 2.89568 1.24283 4.66122  0.296
70 H 1.03270 1.39679 1.76700  0.158
71 H 1.85950 1.18603 -0.51875  0.186
72 H 5.81296 2.16419 0.81862  0.472
73 H 4.96181 2.37156 3.14655  0.375
74 H 3.18113 -0.27160 -1.88173  0.052
75 H 5.46541 -0.82109 -0.60636  0.312
76 H 5.91218 -1.12666 -2.28605  0.339
77 H 5.05555 -3.19119 -1.33299  0.359
78 H 3.83596 -2.59244 -2.48512  0.297

Its molar mass is 785.1 u. The net charge is -2. As for the orbital gap: 5.50 eV.